Entry 1:
35
Properties=species:S:1:pos:R:3:mulliken_charge:R:1 method="wB97M-V/def2-TZVPD" total_charge=0 spin_multiplicity=1
C 0.4231 0.3068 -4.7677 -1.040
C 1.5635 1.8947 -4.1868 -0.799
H 1.0380 -0.5727 -4.5292 0.323
H 0.6449 0.9403 -5.6586 0.340
H -0.6086 0.1862 -4.4388 0.343
H 1.8861 2.1317 -3.1691 0.360
H 2.0161 1.0406 -4.6999 0.276
H 0.8360 2.5693 -4.6676 0.240
Sr 0.1033 0.2106 -1.2681 1.485
C -1.7042 2.0177 -1.7853 -1.569
H -1.2910 2.9546 -1.4038 0.300
H -2.6406 1.7695 -1.2796 0.322
H -1.7954 2.0310 -2.8747 0.314
I 2.5355 -1.6294 -1.0438 -0.666
N -0.1073 -0.5202 3.2429 -0.023
C -0.6017 -1.7948 2.9730 0.615
C -0.7806 -2.9531 3.7554 -0.800
C -1.1328 -4.1365 3.1181 -0.448
C -1.3565 -4.1162 1.7371 -0.526
C -1.1749 -2.9697 0.9557 -0.682
C -0.8378 -1.8088 1.5921 0.646
N -0.5737 -0.5499 1.0775 -0.457
C 0.0456 0.1500 2.0585 0.062
C 0.5484 1.5219 1.8484 -0.070
C 0.9417 2.4213 2.8207 -0.427
S 1.5287 3.9114 2.1754 -0.119
C 1.4864 3.1863 0.5595 -0.213
N 1.0121 1.9293 0.5611 -0.073
H 0.2750 -0.1721 4.1024 0.224
H -0.7197 -2.9421 4.8255 0.387
H -1.2937 -5.0875 3.6704 0.345
H -1.5960 -5.0502 1.2378 0.350
H -1.2395 -2.9661 -0.1423 0.251
H 0.7513 2.2889 3.8817 0.328
H 1.8181 3.8072 -0.2783 0.403



Entry 2:
32
Properties=species:S:1:pos:R:3:mulliken_charge:R:1 method="wB97M-V/def2-TZVPD" total_charge=-1 spin_multiplicity=3 s2=2.00
C 1.6479 -3.4087 -2.0387 -0.868
Pd -0.0592 0.4882 -2.4624 -0.462
N -1.5703 1.4780 -3.6093 -0.771
H 1.3520 -0.1177 -2.9633 -0.096
H -2.4439 1.0125 -3.3177 0.243
H 1.3181 -3.5965 -3.0336 0.308
H 1.9696 -4.2904 -1.2579 0.268
H 1.1121 -2.4626 -1.6033 0.012
H 2.4918 -2.7634 -2.3127 0.264
H -1.1728 2.2698 -3.0607 0.318
H -1.1194 1.2463 -4.5062 0.279
C 1.7567 0.6488 -0.3807 -0.719
N 0.7865 0.6040 0.6747 1.802
C 1.3513 0.7352 1.9981 -1.882
C 0.3044 1.2105 2.9717 -1.913
C -0.9727 0.3948 2.9108 -2.790
N -1.3481 0.1726 1.5215 3.009
C -2.7056 -0.2882 1.2724 -1.906
C -0.5438 0.4205 0.4633 -1.577
O -1.0984 0.4391 -0.6929 -0.685
H 1.2897 0.4932 -1.3549 -0.288
H 2.4979 -0.1405 -0.2506 0.391
H 2.2285 1.6317 -0.4366 0.553
H 1.7820 -0.2223 2.3271 0.618
H 2.1629 1.4651 1.9368 0.520
H 0.0641 2.2607 2.7521 0.184
H 0.7112 1.1680 3.9909 1.564
H -1.7845 0.9470 3.4184 0.842
H -0.8481 -0.5710 3.4395 0.753
H -2.9095 -1.2226 1.8173 0.589
H -3.4490 0.4603 1.5868 0.478
H -2.8015 -0.4625 0.2002 -0.039



Entry 3:
17
Properties=species:S:1:pos:R:3:mulliken_charge:R:1 method="wB97M-V/def2-TZVPD" total_charge=0 spin_multiplicity=1 smiles="C=C1SC[C@@H]2[C@@H]1N2C"
C 0.7817 2.2711 -0.1224 -0.752
C 0.6145 0.9917 0.1722 0.291
S 1.8788 -0.3152 -0.1093 -0.141
C 0.6326 -1.7282 -0.0813 -0.738
C -0.5996 -0.8753 -0.2879 -0.055
C -0.4902 0.1842 0.7718 -0.295
N -1.7762 -0.4368 0.4441 -0.278
C -2.7626 0.2499 -0.3833 -0.816
H 1.6813 2.6263 -0.5960 0.271
H -0.0198 2.9881 0.1284 0.256
H 0.6810 -2.2533 0.8676 0.342
H 0.8751 -2.3920 -0.8779 0.397
H -0.5976 -0.4393 -1.2619 0.312
H -0.1814 -0.2038 1.7172 0.295
H -3.3537 0.9267 0.2548 0.282
H -2.3185 0.7943 -1.2332 0.329
H -3.4525 -0.5070 -0.7732 0.299



Entry 4:
24
Properties=species:S:1:pos:R:3:mulliken_charge:R:1 method="wB97M-V/def2-TZVPD" total_charge=0 spin_multiplicity=1
C 2.8605 -0.4225 -0.5558 -0.228
C 2.0082 -0.5763 0.5594 -1.569
C 0.5180 -0.3519 0.4674 0.256
C -0.4672 -1.1997 0.2860 -0.332
C -1.7680 -0.9073 0.1420 1.122
C -2.2182 0.3957 -0.2123 0.220
C -1.2624 1.4006 -0.0562 -0.602
C 0.1377 1.1238 0.1305 0.119
H 4.7683 -0.8148 -0.9193 0.086
H 4.6174 0.1089 -0.0563 0.159
H 2.4509 -1.0159 -1.3505 0.458
H 2.3817 0.5826 -1.0940 0.247
H 2.1233 -1.4192 1.1037 0.571
H 2.4748 0.3576 1.6285 0.160
H -0.3928 -2.4761 0.3549 -0.016
H -2.1826 -2.7538 -0.4419 0.331
H -3.6608 1.4959 -0.2607 0.239
H -1.5858 2.3068 -0.2580 0.367
H 0.5259 3.2911 0.2143 0.283
H 1.6965 1.9488 0.7116 0.196
N 4.2117 -0.6308 -0.3685 -0.476
N 1.1268 2.2611 0.1894 -0.530
O -2.6797 -1.9131 0.0046 -0.600
O -3.5000 0.6883 -0.3728 -0.460



Entry 5:
11
Properties=species:S:1:pos:R:3:mulliken_charge:R:1 method="wB97M-V/def2-TZVPD" total_charge=0 spin_multiplicity=1 smiles="C/C=C/PBr"
C 1.6908 0.2379 1.1801 -0.840
C 0.4090 -0.1097 0.1644 -0.125
C -0.3288 -0.0918 -1.0463 -0.291
P -1.8920 -0.8717 -1.0545 -0.039
Br -2.9787 0.5721 0.2332 -0.174
H 2.0382 -0.7278 1.4401 0.275
H 2.3997 0.7969 0.6613 0.316
H 0.9767 0.7730 1.7796 0.286
H -0.1672 -0.4969 0.9091 0.217
H 0.0367 0.4099 -1.9204 0.342
H -2.1843 -0.4920 -2.3465 0.034



Entry 6:
2
Properties=species:S:1:pos:R:3:mulliken_charge:R:1 method="wB97M-V/def2-TZVPD" total_charge=0 spin_multiplicity=1
H 0.4011 0.3681 0.0751 0.000
H -0.4011 -0.3681 -0.0751 0.000



The records above yield relative energy (zero: lowest compared OMol25 entry of this formula, charge and spin) values of 1.5 6.0 90.5 237.0 30.9 28.3 kcal per mole, respectively.
The records above yield total energy values of -1395.74098 -645.92988 -686.81863 -571.69567 -3033.18739 -1.11582 Eh, respectively.